C4H4Li2O12 | wB97M-V/def2-TZVPD

Structure (ORCA input):
```
! RIJCOSX wB97M-V def2-TZVPD def2/J DEFGRID3
* xyz -1 2
Li 0.3063 16.8085 -4.7099
Li 1.3766 19.3872 -5.5508
O 1.3318 16.3600 -8.5517
C 1.0710 16.7645 -7.3461
O 1.2594 17.9455 -6.9785
O 0.6348 15.9405 -6.5178
H 1.7453 17.0591 -9.0634
O -1.9004 21.0204 -4.0966
C -0.7902 20.4737 -4.6696
O 0.1198 21.1079 -5.2351
O -0.6974 19.2253 -4.5486
H -2.2243 20.1491 -3.8565
O -1.7365 18.0947 -2.2487
C -1.4332 16.8087 -2.1181
O -1.5298 16.2074 -1.0163
O -0.9304 16.3432 -3.1449
H -1.2992 18.2416 -3.0906
O 3.8568 18.4684 -2.7319
C 3.0423 18.5548 -3.7401
O 3.1334 19.5452 -4.4725
O 2.1492 17.7485 -4.0212
H 4.5085 19.1512 -2.9069
*
```

The HOMO-LUMO gap (spin up / spin down) comes out at 8.30 / 3.61 eV. As for the expectation value of S²: 0.758. As for the total energy: -1073.0905 Eh.